No. 1
{
  "formula": "C25H47BNO6",
  "method": "wB97M-V/def2-TZVPD",
  "largest_force_ev_per_a": 1.73,
  "homo_ev": -11.2,
  "energy_ev": -41132.377,
  "charge": 1,
  "homo_lumo_gap_ha": 0.30825,
  "species": ["H", "O", "C", "H", "H", "H", "H", "H", "H", "H", "H", "H", "H", "C", "H", "H", "C", "C", "H", "H", "H", "O", "C", "H", "H", "C", "H", "H", "O", "H", "H", "C", "H", "H", "H", "C", "C", "C", "H", "H", "C", "H", "N", "H", "H", "H", "H", "C", "H", "H", "H", "H", "C", "O", "C", "C", "H", "O", "O", "H", "C", "H", "C", "H", "C", "C", "H", "H", "C", "H", "C", "C", "H", "C", "B", "H", "C", "C", "H", "H"],
  "coordinates": [[-1.356, -0.347, -1.329], [6.169, 0.490, -0.036], [7.156, 1.223, -0.742], [7.043, 3.033, 0.427], [7.842, 3.219, -1.142], [4.224, -5.642, -0.129], [4.535, 1.757, -0.189], [-0.248, -6.703, 1.891], [-3.341, 2.509, 2.680], [-2.911, 4.253, 0.614], [4.897, -6.735, 1.089], [2.649, -0.974, 4.477], [-1.018, 2.563, -0.479], [2.488, -1.134, 2.350], [1.372, -5.843, 0.225], [-3.628, -0.532, -1.019], [2.088, -0.685, 3.600], [1.780, -0.755, 1.225], [3.261, -6.986, 0.489], [-1.676, 3.379, 1.451], [-8.916, 0.747, -2.129], [0.606, 1.082, -0.797], [0.988, 0.154, 3.720], [2.094, -1.084, 0.244], [6.088, 3.095, -1.056], [-1.407, 4.312, -3.465], [5.079, 1.020, -2.560], [4.765, -0.647, -2.082], [-1.844, 3.063, -2.891], [8.102, 0.903, -0.306], [-1.712, -0.859, 0.331], [1.191, -5.286, 1.151], [-3.896, 4.697, -1.556], [4.250, -4.583, 2.122], [-6.944, 2.216, -3.140], [0.665, -6.214, 2.232], [4.828, 0.724, -0.416], [-3.524, 2.340, 1.624], [-0.552, 1.215, 2.720], [-5.556, 0.484, -0.237], [7.019, 2.730, -0.621], [-4.978, 2.143, -0.600], [-2.518, 1.025, -0.198], [-1.106, 5.020, -2.693], [1.381, -6.996, 2.485], [0.439, -4.528, 0.922], [-7.944, 0.083, -3.465], [4.518, 0.393, -1.866], [-2.199, 4.753, -4.068], [-7.615, -0.425, -1.822], [0.684, 0.512, 4.695], [-3.261, 0.729, -2.175], [-2.560, 3.246, 0.821], [2.343, -4.551, 1.524], [-3.059, 0.959, 1.211], [0.010, 0.466, 0.059], [-3.733, 0.115, 1.348], [-5.577, 1.042, -2.217], [-3.865, 3.775, -1.826], [-4.545, 2.562, 1.328], [0.279, 0.535, 2.595], [3.294, -5.898, 2.783], [3.991, -6.224, 0.764], [4.237, 0.080, 0.234], [0.671, 0.078, 1.337], [-1.412, -0.020, -0.292], [3.456, 0.552, -2.063], [3.354, -1.772, 2.249], [-4.996, 1.110, -0.941], [-0.543, 4.092, -4.083], [-6.913, 1.552, -2.277], [3.485, -5.319, 1.873], [-2.219, 0.718, 1.860], [-3.596, 0.550, -1.153], [-2.632, 3.149, -1.789], [-7.128, 2.153, -1.390], [-7.922, 0.426, -2.433], [-2.092, 2.448, -0.427], [0.442, -5.655, 3.142], [7.176, 0.924, -1.796]],
  "lowdin_charge": [0.15, -0.16, -0.28, 0.08, 0.08, 0.08, 0.11, 0.08, 0.13, 0.12, 0.08, 0.11, 0.13, -0.05, 0.11, 0.15, -0.05, -0.02, 0.07, 0.12, 0.08, 0.14, -0.06, 0.12, 0.06, -0.02, 0.07, 0.08, 0.05, 0.12, 0.15, -0.29, 0.13, 0.11, 0.12, -0.08, -0.28, -0.11, 0.09, 0.14, -0.08, 0.10, -0.14, 0.10, 0.07, 0.11, 0.08, -0.07, 0.10, 0.08, 0.11, 0.15, -0.09, -0.18, -0.09, -0.31, 0.15, -0.14, 0.17, 0.11, -0.04, 0.11, -0.08, 0.09, -0.16, 0.01, 0.07, 0.11, -0.21, 0.10, -0.24, -0.28, 0.10, -0.05, -0.61, 0.12, -0.06, -0.08, 0.08, 0.11]
}


No. 2
{
  "formula": "C33H32Cl3N6OPbSi",
  "method": "wB97M-V/def2-TZVPD",
  "largest_force_ev_per_a": 0.55,
  "homo_ev": -9.8,
  "energy_ev": -96417.457,
  "charge": 1,
  "homo_lumo_gap_ha": 0.27550,
  "species": ["H", "C", "O", "H", "H", "N", "Cl", "N", "C", "H", "H", "H", "H", "C", "H", "C", "C", "H", "C", "C", "C", "H", "C", "C", "C", "C", "H", "H", "H", "H", "H", "C", "C", "Cl", "H", "C", "H", "N", "H", "H", "C", "C", "C", "C", "C", "C", "C", "H", "C", "C", "C", "N", "H", "Si", "H", "C", "H", "N", "H", "H", "H", "H", "C", "C", "N", "C", "H", "H", "C", "C", "H", "C", "H", "Pb", "Cl", "H", "C"],
  "coordinates": [[4.042, 1.821, 3.606], [-3.947, 2.594, -3.023], [2.012, -0.257, 0.112], [5.805, -1.747, 2.030], [4.421, 3.969, -3.397], [0.154, -1.638, -1.156], [6.298, 0.143, 4.112], [0.093, -3.374, -2.713], [0.971, -1.764, 2.739], [-2.906, 3.594, -1.444], [-3.266, 1.989, 0.657], [-2.774, -1.311, 1.168], [-3.701, -3.369, 1.282], [-2.874, 0.643, -3.931], [-0.357, -4.328, -4.502], [1.198, 2.638, -1.719], [4.041, 1.005, 2.896], [-4.760, 1.408, -4.613], [5.035, 0.046, 2.922], [-0.683, -0.200, 3.563], [4.014, -1.066, 1.076], [1.512, -2.208, 1.911], [-2.889, 2.758, -2.136], [2.095, 1.757, -2.325], [-2.370, 1.557, 4.331], [1.481, 4.007, -1.728], [-4.772, 3.295, -3.018], [-1.796, -4.144, -1.396], [-2.084, 1.432, 5.364], [1.037, -1.390, -1.585], [-0.940, -0.218, 5.703], [1.238, -2.183, 4.036], [-3.733, 2.617, 2.665], [1.786, 2.124, 1.940], [1.922, 0.690, -2.293], [-1.738, 0.839, 3.320], [1.985, -2.945, 4.216], [-1.580, -3.202, -1.124], [1.818, -3.942, -3.722], [-3.871, 3.013, 4.772], [5.029, -0.994, 2.009], [-0.406, -2.679, -1.666], [-1.812, 1.867, -2.133], [-0.404, -0.632, 4.858], [-3.045, 1.890, 1.715], [-2.311, -2.704, -0.054], [-0.653, -4.381, -3.457], [3.945, 1.543, -3.382], [3.517, 3.598, -2.932], [3.045, 0.905, 1.944], [1.461, -3.098, -3.138], [-2.075, 1.032, 2.041], [1.519, -2.198, -3.757], [-0.405, 2.154, -0.967], [-0.456, -5.394, -3.097], [2.969, -0.128, 0.995], [-3.135, -4.580, 0.222], [-2.179, -1.500, 0.368], [-4.519, 3.299, 2.373], [0.806, 4.711, -1.252], [2.120, -2.986, -2.276], [-0.995, 0.104, -3.066], [0.027, -0.775, 2.503], [-3.372, 2.448, 3.995], [-3.204, -3.602, 0.440], [-1.821, 0.807, -3.044], [2.846, 5.547, -2.332], [0.757, -1.922, 6.110], [-3.939, 1.536, -3.919], [3.248, 2.235, -2.928], [-0.834, 3.129, 0.057], [2.634, 4.485, -2.334], [-1.721, -4.177, -3.428], [-0.222, 0.007, 0.510], [3.984, -2.414, -0.031], [-2.865, -0.178, -4.638], [0.553, -1.608, 5.095]],
  "lowdin_charge": [0.11, -0.07, -0.33, 0.11, 0.11, 0.07, 0.67, -0.14, -0.10, 0.10, 0.10, 0.07, 0.12, -0.08, 0.10, -0.34, -0.13, 0.11, -0.67, -0.19, -0.58, 0.09, -0.12, -0.10, 0.01, -0.10, 0.11, 0.13, 0.11, 0.03, 0.10, -0.05, -0.04, 0.73, 0.08, -0.22, 0.11, 0.16, 0.10, 0.12, -0.13, -0.39, -0.34, -0.02, -0.13, -0.47, -0.04, 0.11, -0.07, -0.54, -0.02, 0.00, 0.10, 0.64, 0.10, -0.50, 0.11, 0.07, 0.11, 0.10, 0.06, 0.09, -0.26, -0.04, 0.17, -0.10, 0.11, 0.11, -0.07, -0.07, 0.00, -0.07, 0.09, 1.27, 0.70, 0.10, -0.06]
}